Here is 2 unconnected molecules or ions with the total composition C10H16O in a non-equilibrium geometry from the Open Molecules 2025 dataset. Energies are from wB97M-V/def2-TZVPD.

```
! wB97M-V def2-TZVPD RIJCOSX def2/J DEFGRID3
* xyz 1 2
H -3.38698 -1.81655 -0.93522
H 1.18779 2.74735 -0.83625
H -0.88274 -3.41246 -2.78749
H -0.83369 3.37806 2.25260
C -0.59764 -2.96804 -1.84448
C -1.25589 -1.65307 -1.52131
H 2.40897 0.56808 -1.00615
C -0.64366 3.27452 1.16167
H 2.16395 0.17195 3.22213
C 1.95107 0.87360 -0.07144
H 0.50996 -3.11275 -1.58528
C 0.53921 2.31558 1.16109
C 1.77141 0.63839 2.33556
C -2.77388 -1.81831 -1.82025
H -1.00071 -1.18631 -0.54742
H 0.52645 2.05299 3.34262
H -1.63148 3.08399 0.75979
H -3.01562 -1.26966 -2.75022
H 2.64296 -1.62409 1.64566
C 0.90599 1.70111 2.39768
C 2.26278 0.15667 1.10111
H -3.00185 -2.83389 -2.10414
C 1.19807 2.01986 -0.04364
O 2.81416 -1.02947 0.88902
H -0.68998 -3.58449 -0.89978
H -0.29444 4.20102 0.66866
H -0.87419 -0.87408 -2.18451
*
```

Its largest force on an atom is 4.77 eV/Å. The calculation puts the LUMO energy (spin up / spin down) at -4.068 / -7.599 eV. Its HOMO-LUMO gap (spin up / spin down) is 8.88 / 5.35 eV.

Here are the Löwdin charges for atoms 1 to 6, given in e: number 1, H, carries 0.064; number 2, H, carries 0.140; number 3, H, carries 0.076; number 4, H, carries 0.093; number 5, C, carries -0.153; number 6, C, carries -0.337